{"formula": "C26H55CrN2O26", "method": "ωB97M-V/def2-TZVPD", "homo_energy_ev": [-10.15, -10.31], "charge": 1, "s_squared": 6.004, "relative_energy_kcal_mol": 75.55, "lumo_ev": [-2.3, -2.3], "multiplicity": 5, "e_tot_ev": -112476.5114, "symbols": ["Cr", "C", "C", "C", "O", "H", "H", "H", "H", "H", "H", "H", "C", "O", "C", "O", "O", "C", "H", "H", "H", "H", "H", "H", "C", "O", "C", "O", "O", "C", "H", "H", "H", "H", "H", "H", "C", "O", "C", "O", "O", "C", "H", "H", "H", "H", "H", "H", "C", "O", "C", "O", "O", "C", "H", "H", "H", "H", "H", "H", "C", "O", "C", "O", "O", "C", "H", "H", "H", "H", "H", "H", "C", "O", "C", "O", "O", "C", "H", "H", "H", "H", "H", "H", "C", "O", "C", "O", "O", "C", "H", "H", "H", "H", "H", "H", "C", "N", "O", "O", "H", "H", "H", "C", "N", "O", "O", "H", "H", "H"], "coordinates": [[2.058, 1.588, 2.217], [-1.184, -0.421, 0.187], [-0.196, 0.680, -0.195], [-0.753, 1.636, -1.203], [0.385, 1.337, 0.901], [-1.980, 0.097, 0.722], [-0.752, -1.190, 0.827], [-1.703, -0.875, -0.658], [0.627, 0.098, -0.610], [-1.538, 2.308, -0.856], [-1.079, 1.102, -2.096], [0.106, 2.266, -1.433], [0.769, 4.904, -0.137], [1.766, 5.584, 0.738], [2.528, 4.799, 1.505], [2.566, 3.591, 1.511], [3.418, 5.578, 2.262], [3.769, 6.904, 2.052], [1.082, 4.370, -1.034], [0.023, 5.676, -0.327], [0.223, 4.152, 0.432], [4.286, 6.924, 1.093], [4.490, 7.218, 2.807], [2.837, 7.465, 1.984], [-1.262, -0.573, 5.609], [-0.004, -0.109, 5.036], [0.652, -0.742, 4.068], [1.525, -0.184, 3.397], [0.135, -1.974, 3.816], [0.707, -2.795, 2.836], [-1.987, -0.452, 4.804], [-1.420, 0.167, 6.393], [-1.245, -1.607, 5.952], [0.758, -2.175, 1.941], [0.107, -3.678, 2.615], [1.737, -3.100, 3.023], [6.859, 1.322, 0.025], [5.581, 1.339, 0.640], [4.426, 1.381, 0.037], [3.424, 0.994, 0.589], [4.485, 2.004, -1.204], [3.280, 2.231, -2.011], [7.676, 1.560, 0.705], [6.790, 1.936, -0.873], [7.051, 0.295, -0.286], [3.039, 1.367, -2.630], [3.414, 3.118, -2.630], [2.400, 2.477, -1.417], [-1.852, 2.541, 3.032], [-1.399, 3.306, 4.162], [0.029, 3.256, 4.406], [0.848, 2.643, 3.694], [0.353, 3.794, 5.605], [-0.347, 4.796, 6.248], [-1.351, 1.581, 3.162], [-1.670, 2.946, 2.037], [-2.928, 2.614, 3.187], [-0.956, 4.362, 7.040], [-0.844, 5.470, 5.550], [0.365, 5.375, 6.836], [-4.979, 1.230, -2.820], [-4.947, -0.071, -3.389], [-4.617, -1.169, -2.744], [-4.142, -1.209, -1.633], [-4.879, -2.126, -3.535], [-4.557, -3.503, -3.193], [-4.016, 1.732, -2.905], [-5.197, 1.163, -1.754], [-5.707, 1.875, -3.312], [-3.486, -3.655, -3.058], [-4.811, -4.149, -4.033], [-5.023, -3.737, -2.236], [-0.649, -3.090, -2.660], [-0.906, -3.512, -4.001], [-1.077, -4.780, -4.277], [-0.876, -5.754, -3.542], [-1.453, -4.935, -5.615], [-1.521, -6.152, -6.227], [0.189, -3.634, -2.227], [-1.538, -3.162, -2.032], [-0.540, -2.005, -2.671], [-2.400, -6.708, -5.901], [-0.704, -6.862, -6.101], [-1.720, -6.022, -7.290], [2.682, -6.000, 1.626], [3.091, -4.733, 1.080], [2.333, -4.010, 0.275], [1.169, -4.295, 0.095], [3.106, -3.076, -0.295], [2.549, -2.102, -1.160], [2.581, -6.726, 0.819], [1.798, -5.988, 2.263], [3.535, -6.351, 2.207], [2.069, -1.328, -0.560], [1.876, -2.554, -1.889], [3.429, -1.712, -1.670], [-3.194, -3.646, 1.117], [-3.600, -4.877, 0.414], [-2.730, -5.277, -0.381], [-4.755, -5.292, 0.534], [-2.165, -3.433, 0.828], [-3.099, -3.908, 2.171], [-3.846, -2.803, 0.890], [-1.426, 3.574, -4.337], [-0.580, 4.264, -3.316], [-1.148, 4.928, -2.406], [0.608, 4.140, -3.559], [-2.333, 4.140, -4.550], [-1.620, 2.617, -3.853], [-0.897, 3.409, -5.275]], "forces_ev_per_angstrom": [[-1.666, 0.114, -1.301], [-0.825, 0.890, 0.420], [1.134, -1.246, 1.360], [0.648, 0.385, -0.400], [-0.087, 0.337, 0.757], [-0.275, -0.190, 0.443], [0.086, 0.077, -0.035], [0.271, -0.118, -0.214], [0.286, 0.124, -1.100], [-0.201, -0.257, 0.306], [-0.096, 0.058, -0.137], [-0.089, 0.255, -0.466], [-1.207, 0.148, 1.268], [0.117, -1.715, -0.284], [1.686, 3.472, -0.065], [-0.085, 0.007, 0.504], [-1.506, -4.693, 0.197], [-0.444, 0.778, -1.653], [0.890, 0.757, 0.097], [0.539, 0.032, -0.425], [0.316, -0.147, 0.385], [0.001, 0.505, -0.140], [-0.518, -0.123, 0.220], [0.435, 0.659, 0.225], [0.285, 0.391, -0.760], [1.090, -0.309, -0.414], [-1.223, -0.286, -1.130], [-0.423, -1.018, 0.935], [0.225, 1.443, 1.991], [1.001, 0.355, -2.013], [-0.280, -0.137, 0.273], [-0.216, -0.422, 0.032], [0.252, 0.227, 0.054], [0.002, -0.323, -0.332], [-0.246, 0.314, 0.463], [-0.047, 0.020, 0.576], [0.157, -0.522, -1.625], [-0.268, -0.326, 1.354], [0.600, 1.805, -2.186], [-1.027, -0.018, 0.447], [-0.501, -0.951, 1.317], [-0.448, 0.022, 0.523], [-0.652, 0.536, 0.204], [0.576, 0.168, 0.222], [-0.049, -0.066, -0.112], [0.309, -0.022, 0.103], [0.690, -0.245, 0.017], [0.191, -0.372, 0.532], [-0.234, -0.042, 0.412], [4.523, 0.975, 0.640], [-1.858, -1.013, -0.038], [-1.834, 1.667, 1.661], [1.445, -2.155, -3.268], [-0.784, 1.306, 1.347], [-0.690, -0.279, -0.650], [0.659, 0.224, 0.259], [0.006, -0.822, -0.077], [-0.701, -0.001, -0.505], [-0.336, -0.261, 0.229], [0.361, 0.058, -0.412], [0.524, -0.060, 1.081], [-0.785, 1.616, -1.408], [0.770, 1.601, 1.780], [0.139, -0.248, 0.423], [-0.335, -3.237, -2.006], [0.579, 0.453, 0.556], [0.220, -0.212, -0.119], [-0.133, 0.020, -0.002], [-0.160, -0.590, -0.188], [0.107, 0.456, 0.055], [-0.597, 0.371, 0.222], [-0.270, -0.286, -0.315], [-0.476, 0.065, 0.481], [-0.480, 0.785, -0.659], [0.456, -4.140, -0.369], [-0.558, 2.457, -1.332], [0.944, 3.267, 2.340], [-1.150, -2.666, -0.595], [-0.234, 0.098, 0.015], [-0.077, -0.812, 0.018], [0.693, -0.080, -0.499], [-0.173, -0.058, 0.381], [0.479, 0.539, 0.238], [0.421, 0.490, 0.021], [0.356, -0.315, -0.444], [1.303, 0.231, 0.818], [-0.717, -1.454, -0.223], [0.164, 1.227, -0.481], [-0.080, -0.789, 0.873], [0.074, -0.058, -0.109], [-0.412, 0.152, -0.066], [-0.064, 0.377, -0.274], [-0.057, 0.332, 0.095], [-0.122, 0.026, -0.226], [-0.005, 0.152, 0.178], [-0.234, 0.220, -0.066], [0.994, 0.100, 0.954], [0.041, 0.193, -2.071], [-1.773, -0.346, 1.149], [1.857, 0.258, -0.028], [-0.263, 0.041, -0.403], [-0.687, 0.250, 0.137], [-0.171, -0.369, 0.135], [-0.682, -0.277, 0.225], [-1.074, 1.436, -0.482], [1.864, -1.862, -2.070], [-0.217, 0.548, 1.533], [0.054, -0.084, 0.485], [-0.383, -0.030, -0.246], [0.362, 0.182, 0.457]]}